{"formula": "C8H9N2O4", "method": "ωB97M-V/def2-TZVPD", "de_lowest_kcal_mol": 57.6, "gap_ev": 7.59, "total_charge": -1, "symbols": ["C", "C", "C", "C", "C", "C", "C", "C", "N", "N", "O", "O", "O", "O", "H", "H", "H", "H", "H", "H", "H", "H", "H"], "coordinates": [[1.0373, -2.9075, 0.1031], [2.1127, -1.9768, 0.2305], [1.0933, 1.9307, -0.1149], [3.0300, 0.2677, -0.1257], [-0.5522, -1.3620, -0.5626], [-2.8808, 1.5684, 0.3653], [-1.3262, -0.1789, -0.7444], [-1.7471, 0.5040, 0.5416], [-0.1303, -2.4082, -0.1268], [1.9187, -0.6814, 0.0098], [0.8167, 1.8163, 1.0344], [4.1873, -0.0771, -0.0797], [0.5975, 2.2944, -1.1454], [2.7109, 1.4883, -0.3789], [1.1651, -3.8800, 0.2480], [3.0504, -2.3885, 0.5111], [-2.4318, 2.1738, -0.4644], [-3.0650, 1.9602, 1.2646], [-3.8150, 1.1396, -0.0876], [-0.6846, 0.5091, -1.2320], [-2.2433, -0.5572, -1.3913], [-2.0266, -0.1930, 1.2685], [-0.8168, 0.9582, 0.8768]], "nbo_charge": [-0.28, 0.10, 1.02, 0.89, 0.53, -0.60, -0.54, -0.42, -0.30, -0.64, -0.69, -0.69, -0.71, -0.62, 0.18, 0.18, 0.22, 0.20, 0.18, 0.31, 0.23, 0.18, 0.28]}